[1]
Entry from the OMol25 dataset: the molecule C2H4INO at a distorted geometry (ωB97M-V with the def2-TZVPD basis set).

Each line ends with the Mulliken charge.
Cartesian coordinates (Å):
1 C 0.79 0.82 0.26  -0.97
2 C -0.29 -0.09 -0.27  -0.24
3 N -0.73 -1.45 0.46  -0.03
4 O -0.73 -2.46 -0.25  -0.30
5 I -2.22 0.61 0.04  0.07
6 H 1.10 1.46 -0.67  0.26
7 H 0.49 1.21 1.18  0.37
8 H 1.77 0.34 0.52  0.30
9 H -0.19 -0.43 -1.28  0.53

As for the highest occupied orbital energy: -9.276 eV.

---

[2]
Entry from the OMol25 dataset: a cluster of 2 separate species, C3H9S2 in total at a distorted geometry (ωB97M-V with the def2-TZVPD basis set).

Each line ends with the Mulliken charge.
Cartesian coordinates (Å):
1 C 2.13 0.86 -2.17  -0.65
2 S 2.94 -0.05 -0.89  -0.25
3 H 1.72 -0.01 -2.79  0.19
4 H 2.69 1.66 -2.57  0.32
5 H 1.45 1.28 -1.50  0.19
6 C -2.17 -0.18 0.66  -0.84
7 C -1.23 -0.39 1.92  -0.48
8 S 0.42 -1.29 1.50  -0.63
9 H -1.56 0.12 -0.31  0.17
10 H -2.66 -1.14 0.48  0.23
11 H -2.96 0.51 0.89  0.32
12 H -1.66 -1.15 2.76  0.16
13 H -1.04 0.54 2.31  0.26
14 H 1.93 -0.78 -0.30  0.02

As for the highest occupied orbital energy: -2.561 eV. The net charge is -1.

---

[3]
Entry from the OMol25 dataset: a cluster of 3 separate species, C21H49BN7O9P3 in total at a distorted geometry (ωB97M-V with the def2-TZVPD basis set).

Each line ends with the Mulliken charge.
Cartesian coordinates (Å):
1 N -5.61 -0.77 0.82  -0.64
2 C -4.89 0.03 1.21  -0.17
3 C -4.22 1.29 1.68  -0.12
4 B -5.22 2.41 2.29  0.45
5 N -5.00 2.85 3.67  -0.62
6 O -6.25 3.00 1.56  -0.57
7 C -3.23 1.89 0.59  2.69
8 C -2.85 3.26 1.11  -1.20
9 N -2.82 4.38 1.37  -0.55
10 C -3.91 1.90 -0.82  -1.16
11 C -3.69 3.17 -1.68  -1.07
12 C -2.30 3.20 -2.46  -0.75
13 C -1.22 4.17 -1.86  -0.73
14 N 0.00 3.40 -1.57  -0.12
15 C 0.78 3.89 -0.51  0.11
16 N 0.33 4.51 0.50  -0.59
17 N 2.23 3.58 -0.60  -0.47
18 P -1.70 0.79 0.66  0.47
19 N -1.77 -0.42 -0.35  -0.80
20 H -3.56 0.99 2.52  0.28
21 H -4.87 3.86 3.64  0.31
22 H -4.10 2.50 3.98  0.27
23 H -6.05 3.94 1.45  0.33
24 H -5.00 1.74 -0.74  0.39
25 H -3.53 1.05 -1.42  0.48
26 H -4.44 3.11 -2.50  0.47
27 H -3.91 4.12 -1.16  0.45
28 H -2.52 3.54 -3.48  0.37
29 H -1.97 2.15 -2.51  0.50
30 H -1.01 4.94 -2.63  0.32
31 H -1.67 4.68 -0.99  0.43
32 H -0.16 2.41 -1.52  0.19
33 H 1.08 4.75 1.15  0.22
34 H 2.69 4.42 -0.27  0.30
35 H 2.38 2.90 0.15  0.28
36 H -1.61 0.30 1.99  0.06
37 H -0.55 1.61 0.46  -0.13
38 H -1.75 -1.30 0.17  0.29
39 O 5.33 -1.43 -2.81  -0.80
40 P 5.70 0.00 -3.10  1.13
41 O 4.55 0.42 -4.20  -0.21
42 C 3.19 0.54 -3.75  -0.57
43 C 2.99 1.78 -2.90  -0.29
44 O 6.99 -0.31 -4.09  -0.40
45 C 7.78 -1.49 -3.92  -0.37
46 C 7.42 -2.52 -4.97  -1.12
47 O 6.23 1.56 -2.88  -0.37
48 C 6.97 2.32 -3.83  -0.17
49 C 6.20 2.72 -5.07  -0.94
50 H 2.90 -0.36 -3.21  0.31
51 H 2.57 0.60 -4.65  0.31
52 H 3.56 1.71 -1.97  0.26
53 H 1.94 1.89 -2.64  0.05
54 H 3.32 2.67 -3.42  0.09
55 H 7.66 -1.89 -2.91  0.36
56 H 8.83 -1.20 -4.03  0.34
57 H 6.34 -2.67 -5.03  0.29
58 H 7.90 -3.48 -4.75  0.37
59 H 7.75 -2.18 -5.95  0.30
60 H 7.90 1.82 -4.09  0.24
61 H 7.26 3.23 -3.30  0.34
62 H 6.02 1.87 -5.73  0.27
63 H 6.77 3.46 -5.64  0.41
64 H 5.23 3.15 -4.81  0.17
65 O -0.43 -4.80 5.15  -0.80
66 P -1.73 -4.17 4.72  1.11
67 O -2.46 -5.43 3.95  -0.27
68 C -2.90 -6.55 4.73  -0.37
69 C -4.12 -6.21 5.57  -0.92
70 O -1.15 -3.31 3.44  -0.36
71 C 0.20 -2.82 3.44  -0.30
72 C 1.07 -3.69 2.55  -1.15
73 O -3.10 -3.24 4.76  -0.42
74 C -3.68 -2.60 3.61  0.17
75 C -4.31 -3.54 2.61  -0.87
76 H -2.08 -6.91 5.36  0.29
77 H -3.15 -7.34 4.02  0.30
78 H -3.88 -5.45 6.32  0.28
79 H -4.48 -7.10 6.09  0.40
80 H -4.92 -5.81 4.95  0.18
81 H 0.60 -2.77 4.45  0.40
82 H 0.18 -1.80 3.05  0.26
83 H 0.95 -4.74 2.77  0.28
84 H 2.12 -3.42 2.66  0.39
85 H 0.79 -3.55 1.50  0.29
86 H -2.97 -1.93 3.14  0.02
87 H -4.47 -1.96 4.02  0.34
88 H -3.56 -4.09 2.04  0.24
89 H -4.90 -2.96 1.89  0.37
90 H -4.97 -4.26 3.09  0.16

The structure (SMILES) is [H]/N=C(\N)NCCCC[C@](C#N)([PH2]=N)[C@H](C#N)B(N)O.CCOP(=O)(OCC)OCC.CCOP(=O)(OCC)OCC. As for the highest occupied orbital energy: -9.452 eV.

---

[4]
Entry from the OMol25 dataset: a structure of composition C18H20N2O2S at a distorted geometry (ωB97M-V with the def2-TZVPD basis set).

Each line ends with the Mulliken charge.
Cartesian coordinates (Å):
1 C 2.05 -0.28 3.03  -0.92
2 C 0.54 -0.59 3.55  -0.85
3 O -0.25 -0.25 2.55  -0.28
4 C -1.60 -0.44 2.51  0.80
5 C -2.36 -0.90 3.52  -0.23
6 C -3.59 -0.86 3.62  -0.08
7 C -4.34 -0.47 2.48  -1.00
8 C -3.68 -0.43 1.35  -0.46
9 C -2.27 -0.29 1.28  0.20
10 N -1.77 0.16 0.12  0.01
11 C -0.50 -0.50 -0.40  0.11
12 S 0.19 -1.94 -0.02  -0.28
13 N -0.43 0.00 -1.83  -0.17
14 C -0.70 1.14 -2.30  0.88
15 O -1.71 1.69 -2.05  -0.72
16 C 0.03 1.57 -3.68  -1.19
17 C 1.21 2.19 -3.41  -0.76
18 C 2.26 1.29 -2.61  0.35
19 C 2.83 -0.04 -3.07  -0.27
20 C 3.69 -0.70 -2.42  -0.33
21 C 3.90 -0.63 -1.19  -0.34
22 C 3.51 0.71 -0.50  -0.59
23 C 2.64 1.46 -1.16  -0.08
24 H 2.21 2.47 -0.72  0.13
25 H 3.66 0.50 0.54  0.40
26 H 4.46 -1.26 -0.49  0.33
27 H 3.89 -1.62 -3.04  0.21
28 H 2.72 -0.21 -4.12  0.31
29 H 1.22 3.15 -2.85  0.34
30 H 1.77 2.43 -4.29  0.37
31 H -0.55 2.03 -4.20  0.79
32 H 0.14 0.40 -4.29  0.21
33 H 0.54 -0.44 -2.03  0.08
34 H -2.22 0.93 -0.52  0.39
35 H -4.29 -0.09 0.43  0.28
36 H -5.27 -0.80 2.76  0.34
37 H -4.08 -1.41 4.57  0.22
38 H -1.58 -0.75 4.66  0.09
39 H 0.50 0.06 4.36  0.53
40 H 0.66 -1.54 3.71  0.47
41 H 2.15 0.85 2.81  0.29
42 H 2.94 -0.45 3.75  0.40
43 H 2.27 -0.88 1.97  0.04

As for the highest occupied orbital energy: -8.074 eV.

---

[5]
Entry from the OMol25 dataset: a cluster of 2 separate species, C2H3IOS in total (ωB97M-V with the def2-TZVPD basis set).

Each line ends with the Mulliken charge.
Cartesian coordinates (Å):
1 C 2.82 4.59 1.27  0.10
2 C 0.09 0.01 -0.01  -0.84
3 O 2.43 4.96 0.28  -0.12
4 S 0.93 1.61 -0.13  -0.11
5 I 2.99 1.20 0.98  0.05
6 H -0.20 -0.19 1.02  0.31
7 H 0.72 -0.78 -0.40  0.32
8 H -0.80 0.12 -0.63  0.30

As for the highest occupied orbital energy: -8.707 eV.

---

[6]
Entry from the OMol25 dataset: a structure of composition C31H29ClFeN3OPSSe (ωB97M-V with the def2-TZVPD basis set).

Each line ends with the Mulliken charge.
Cartesian coordinates (Å):
1 Fe -0.13 -0.49 -0.45  0.51
2 C -3.59 -4.09 -1.48  -0.77
3 C -4.02 -3.57 -0.12  -0.88
4 N -4.17 -2.11 -0.09  0.09
5 C -5.49 -1.58 -0.47  -0.63
6 C -5.57 -1.10 -1.92  -1.01
7 C -3.16 -1.28 0.15  0.61
8 S -1.63 -1.97 0.63  -0.51
9 N -3.48 0.03 0.10  -0.17
10 C -2.63 1.02 -0.05  0.01
11 O -1.42 0.96 -0.41  -0.60
12 C -3.15 2.40 0.18  0.28
13 C -4.51 2.66 0.33  -0.07
14 C -4.95 3.96 0.55  -0.77
15 C -4.04 5.00 0.61  -0.37
16 C -2.68 4.75 0.47  -0.72
17 C -2.24 3.45 0.25  0.11
18 H -3.41 -5.17 -1.42  0.38
19 H -2.66 -3.61 -1.79  0.12
20 H -4.34 -3.92 -2.24  0.27
21 H -3.29 -3.85 0.64  0.47
22 H -4.98 -3.99 0.18  0.38
23 H -5.73 -0.76 0.20  0.36
24 H -6.21 -2.38 -0.30  0.39
25 H -4.83 -0.32 -2.11  0.25
26 H -6.56 -0.68 -2.11  0.36
27 H -5.41 -1.91 -2.62  0.30
28 H -5.20 1.83 0.28  0.39
29 H -6.01 4.15 0.66  0.40
30 H -4.39 6.01 0.78  0.38
31 H -1.97 5.56 0.52  0.43
32 H -1.18 3.24 0.12  0.13
33 Cl 0.07 0.70 2.49  -0.08
34 C 1.72 0.32 2.91  0.89
35 C 2.05 0.20 4.25  -0.74
36 C 3.36 -0.10 4.59  -0.47
37 C 4.32 -0.27 3.60  -0.82
38 C 3.97 -0.13 2.27  -0.49
39 C 2.66 0.17 1.90  -0.44
40 P 2.14 0.28 0.15  1.44
41 C 3.61 -0.17 -0.80  0.09
42 C 3.78 -1.51 -1.13  -0.30
43 C 4.91 -1.92 -1.81  -0.67
44 C 5.87 -0.99 -2.18  -0.48
45 C 5.69 0.35 -1.88  -0.70
46 C 4.56 0.77 -1.18  -0.06
47 C 1.94 2.08 -0.13  0.63
48 C 1.45 2.46 -1.38  -0.06
49 C 1.24 3.80 -1.67  -0.48
50 C 1.50 4.76 -0.71  -0.60
51 C 1.98 4.39 0.54  -0.67
52 C 2.20 3.05 0.83  -0.58
53 H 1.28 0.33 5.00  0.49
54 H 3.62 -0.21 5.63  0.37
55 H 5.34 -0.50 3.87  0.42
56 H 4.72 -0.26 1.50  0.40
57 H 3.02 -2.24 -0.86  0.36
58 H 5.04 -2.97 -2.07  0.41
59 H 6.75 -1.31 -2.73  0.39
60 H 6.43 1.08 -2.18  0.42
61 H 4.42 1.81 -0.95  0.40
62 H 1.25 1.73 -2.15  -0.27
63 H 0.86 4.08 -2.65  0.47
64 H 1.33 5.81 -0.93  0.41
65 H 2.18 5.14 1.29  0.42
66 H 2.58 2.76 1.80  0.43
67 Se 0.14 -1.45 -2.65  -0.32
68 C 0.57 0.00 -3.71  0.26
69 N 0.85 0.91 -4.37  -0.58

As for the highest occupied orbital energy (spin up / spin down): -8.006 / -8.143 eV. As for the spin multiplicity: 5.

---

[7]
Entry from the OMol25 dataset: the molecule CH5N3O2 at a distorted geometry (ωB97M-V with the def2-TZVPD basis set).

Each line ends with the Mulliken charge.
Cartesian coordinates (Å):
1 C 0.35 0.06 0.62  0.39
2 H -1.28 -2.36 0.11  0.25
3 H -1.72 -1.14 1.03  0.28
4 H -0.47 -0.22 -1.22  0.32
5 H 1.04 2.03 0.62  0.29
6 H 1.63 1.36 -1.67  0.36
7 N -1.53 -1.38 0.05  -0.62
8 N -0.35 -0.71 -0.37  -0.06
9 N 1.17 1.08 0.13  -0.15
10 O 0.37 -0.16 1.84  -0.60
11 O 0.79 1.44 -1.14  -0.46

The structure (SMILES) is NNC(=O)NO. As for the highest occupied orbital energy: -9.636 eV.

---

[8]
Entry from the OMol25 dataset: a structure of composition C8H9N2O3PdS5 (ωB97M-V with the def2-TZVPD basis set).

Each line ends with the Mulliken charge.
Cartesian coordinates (Å):
1 Pd -0.01 1.20 -0.42  0.24
2 N -0.28 -1.20 -0.52  -0.23
3 C -1.50 -1.47 0.24  -0.38
4 C -2.45 -0.27 0.26  0.40
5 O -3.67 -0.46 0.32  -0.74
6 N -1.82 0.91 0.30  -0.06
7 C -2.59 2.14 0.19  -0.45
8 C -2.12 2.96 -1.02  0.58
9 O -2.76 3.88 -1.48  -0.67
10 O -0.95 2.59 -1.52  -0.72
11 H -0.45 -1.27 -1.52  0.21
12 H 0.46 -1.86 -0.30  0.13
13 H -1.21 -1.66 1.28  0.18
14 H -2.06 -2.34 -0.11  0.35
15 H -2.41 2.76 1.07  0.23
16 H -3.66 1.93 0.14  0.32
17 C 1.37 0.11 2.32  -0.37
18 S 3.11 -0.02 1.84  -0.09
19 C 2.98 -0.65 0.21  0.00
20 C 2.66 0.06 -0.90  0.08
21 S 2.21 1.74 -1.02  -0.27
22 S 2.63 -0.89 -2.37  -0.06
23 C 3.00 -2.44 -1.71  0.08
24 S 3.17 -3.81 -2.60  -0.28
25 S 3.26 -2.37 -0.01  -0.09
26 H 1.36 0.51 3.33  0.37
27 H 0.87 -0.86 2.31  0.14
28 H 0.83 0.81 1.68  0.13

As for the highest occupied orbital energy: -5.363 eV. The net charge is -1.

---

[9]
Entry from the OMol25 dataset: the molecule C14H28N2O3S at a distorted geometry (ωB97M-V with the def2-TZVPD basis set).

Each line ends with the Mulliken charge.
Cartesian coordinates (Å):
1 C 5.58 0.33 0.88  -1.19
2 H 4.83 -0.07 1.55  0.31
3 H 6.37 -0.41 0.74  0.35
4 H 6.02 1.21 1.35  0.33
5 C 4.95 0.70 -0.46  -0.24
6 C 3.77 1.64 -0.30  -0.80
7 H 3.45 2.07 -1.24  0.33
8 H 3.97 2.43 0.42  0.47
9 S 2.30 0.76 0.31  1.07
10 O 2.58 0.16 1.59  -0.65
11 O 1.20 1.69 0.25  -0.67
12 N 2.15 -0.44 -0.85  0.15
13 C 1.15 -0.15 -1.86  -1.15
14 C -0.28 -0.29 -1.32  -0.51
15 H -0.68 0.69 -1.08  0.09
16 H -0.92 -0.76 -2.07  0.58
17 C -0.27 -1.16 -0.05  0.99
18 C -1.70 -1.59 0.26  -0.23
19 O -2.16 -2.66 -0.06  -0.70
20 N -2.39 -0.64 0.92  -0.10
21 H -1.95 0.25 1.10  0.26
22 C -3.80 -0.77 1.21  -1.06
23 C -4.72 -0.14 0.15  -0.61
24 H -5.70 -0.59 0.27  0.37
25 C -4.87 1.38 0.23  0.79
26 C -3.60 2.13 -0.17  -1.37
27 H -3.22 1.76 -1.12  0.25
28 H -2.82 2.03 0.58  0.28
29 H -3.81 3.19 -0.28  0.50
30 C -6.02 1.81 -0.69  -1.63
31 H -6.18 2.89 -0.63  0.42
32 H -6.95 1.32 -0.40  0.40
33 H -5.80 1.56 -1.72  0.35
34 H -5.13 1.65 1.26  0.19
35 H -4.34 -0.42 -0.84  0.26
36 H -4.00 -1.84 1.25  0.38
37 H -4.00 -0.32 2.19  0.47
38 C 0.66 -2.35 -0.28  -0.83
39 C 2.10 -1.82 -0.39  -0.91
40 H 2.58 -1.82 0.59  0.48
41 H 2.70 -2.43 -1.07  0.37
42 H 0.36 -2.86 -1.19  0.28
43 H 0.58 -3.06 0.54  0.41
44 H 0.12 -0.57 0.79  0.17
45 H 1.33 0.87 -2.20  0.39
46 H 1.33 -0.83 -2.70  0.38
47 H 5.70 1.16 -1.10  0.38
48 H 4.60 -0.21 -0.96  0.20

The structure (SMILES) is CCCS(=O)(=O)N1CCC(C(=O)NCCC(C)C)CC1. As for the highest occupied orbital energy: -9.409 eV.

---

[10]
Entry from the OMol25 dataset: a structure of composition C42H33CrN5O2S2 (ωB97M-V with the def2-TZVPD basis set).

Each line ends with the Mulliken charge.
Cartesian coordinates (Å):
1 Cr -0.62 -1.51 -0.77  0.05
2 O -5.92 -1.19 -1.91  -0.71
3 C -5.33 -0.79 -3.05  0.46
4 C -6.15 -0.44 -4.12  -0.71
5 C -5.61 -0.02 -5.32  -0.25
6 C -4.23 0.05 -5.48  -1.13
7 C -3.40 -0.29 -4.42  -0.45
8 C -3.93 -0.70 -3.20  0.19
9 C -2.99 -1.05 -2.12  1.07
10 O -1.74 -0.93 -2.32  -0.62
11 N -3.49 -1.45 -0.96  -1.07
12 N -2.47 -1.73 -0.06  0.81
13 C -2.84 -2.06 1.12  -0.22
14 S -4.54 -2.13 1.56  -0.13
15 C -4.22 -2.91 3.17  -0.57
16 C -2.92 -2.35 3.70  -0.63
17 S -1.68 -2.46 2.37  0.05
18 H -5.20 -1.40 -1.26  0.69
19 H -7.22 -0.50 -3.98  0.42
20 H -6.26 0.24 -6.13  0.37
21 H -3.80 0.36 -6.42  0.41
22 H -2.33 -0.26 -4.52  0.47
23 H -4.16 -3.99 3.03  0.30
24 H -5.07 -2.67 3.82  0.39
25 H -2.54 -2.93 4.54  0.41
26 H -3.02 -1.31 4.00  0.30
27 C -0.47 -3.47 -1.51  -1.50
28 C -0.22 -3.28 -2.96  0.75
29 C -1.20 -3.54 -3.93  -0.33
30 C -0.97 -3.29 -5.27  -0.56
31 C 0.25 -2.77 -5.69  -0.47
32 C 1.23 -2.50 -4.75  -0.68
33 C 1.00 -2.76 -3.41  -0.36
34 H 0.38 -3.95 -1.03  0.56
35 H -1.36 -4.08 -1.33  0.43
36 H -2.16 -3.93 -3.61  0.31
37 H -1.75 -3.50 -6.00  0.41
38 H 0.43 -2.58 -6.75  0.38
39 H 2.18 -2.10 -5.07  0.40
40 H 1.77 -2.55 -2.68  0.44
41 N 4.15 7.06 3.57  -0.56
42 C 3.47 6.29 3.07  0.03
43 C 2.60 5.33 2.43  0.16
44 C 3.12 4.18 1.85  -0.81
45 C 2.29 3.27 1.23  0.48
46 C 0.92 3.51 1.19  0.63
47 C 0.39 4.65 1.78  -0.56
48 C 1.23 5.56 2.39  -0.87
49 N 0.06 2.57 0.58  0.30
50 C -1.21 2.79 0.07  -0.61
51 C -1.64 1.59 -0.40  -1.10
52 N -0.66 0.64 -0.19  0.90
53 C 0.34 1.26 0.39  0.50
54 H 4.19 3.99 1.88  0.57
55 H 2.72 2.39 0.77  0.24
56 H -0.68 4.82 1.78  0.36
57 H 0.82 6.46 2.85  0.46
58 H -1.69 3.75 0.07  0.40
59 H -2.58 1.35 -0.86  0.35
60 H 1.24 0.78 0.75  -0.65
61 C 0.83 -1.70 0.51  -1.13
62 C 1.77 -1.25 1.15  0.48
63 C 2.76 -0.50 1.82  0.16
64 C 3.83 0.07 1.04  0.43
65 C 3.81 0.04 -0.38  -0.55
66 C 4.79 0.65 -1.14  -0.68
67 C 5.86 1.31 -0.54  -0.56
68 C 5.94 1.30 0.85  -0.86
69 C 4.97 0.70 1.63  -0.01
70 C 2.50 -0.20 3.23  -0.02
71 C 1.74 -1.10 4.00  -0.58
72 C 1.39 -0.83 5.31  -0.83
73 C 1.77 0.37 5.91  -0.44
74 C 2.51 1.28 5.17  -1.16
75 C 2.86 1.01 3.85  0.48
76 H 3.00 -0.48 -0.86  0.41
77 H 4.72 0.61 -2.22  0.40
78 H 6.62 1.80 -1.14  0.39
79 H 6.79 1.77 1.34  0.40
80 H 5.09 0.67 2.70  0.69
81 H 1.44 -2.04 3.54  0.58
82 H 0.81 -1.55 5.87  0.37
83 H 1.49 0.59 6.94  0.38
84 H 2.81 2.22 5.61  0.39
85 H 3.40 1.76 3.29  0.36

As for the highest occupied orbital energy (spin up / spin down): -2.704 / -2.901 eV. The net charge is -1. As for the spin multiplicity: 4.

---

[11]
Entry from the OMol25 dataset: a cluster of 2 separate species, C7H14N2 in total at a distorted geometry (ωB97M-V with the def2-TZVPD basis set).

Each line ends with the Mulliken charge.
Cartesian coordinates (Å):
1 C -1.21 1.52 0.15  0.61
2 C -2.13 0.47 -0.29  -0.90
3 C -1.95 2.86 -0.09  -0.93
4 H -1.12 1.45 1.20  0.25
5 H -0.20 1.30 -0.12  -0.42
6 H -3.17 0.72 0.11  0.37
7 H -1.53 3.21 -1.10  0.27
8 H -3.11 2.71 -0.22  0.25
9 H -1.79 -0.59 -0.06  0.04
10 H -2.17 0.33 -1.47  0.21
11 H -1.66 3.57 0.75  0.28
12 C 0.51 -2.99 -0.31  -0.82
13 C 1.91 0.29 -0.09  -0.41
14 C 1.41 -1.84 0.10  0.43
15 C 2.65 -1.72 0.73  -0.67
16 N 0.95 -0.63 -0.35  -0.34
17 N 3.00 -0.32 0.62  -0.10
18 H 1.69 1.33 -0.15  0.42
19 H 3.77 0.22 1.03  0.22
20 H 3.38 -2.33 1.08  0.48
21 H 0.36 -3.79 0.36  0.38
22 H 0.94 -3.22 -1.43  0.19
23 H -0.56 -2.56 -0.47  0.17

The structure (SMILES) is Cc1c[nH]cn1.CCC. As for the highest occupied orbital energy: -8.647 eV.